This record from the Open Molecules 2025 dataset describes a cluster of 4 separate species, C4H16O4 in total in a non-equilibrium geometry. The level of theory is the ωB97M-V functional and the def2-TZVPD basis.

Last column: Mulliken charge in e.
Atoms and positions in Å:
1 C -1.42 -0.10 -0.93  -0.09
2 O -2.29 -1.02 -0.35  -0.52
3 C -0.32 -0.87 -1.60  -0.74
4 C 1.02 -0.41 -0.84  -0.50
5 C 2.22 -1.03 -1.48  -1.08
6 H -2.04 0.63 -1.66  0.18
7 H -1.12 0.49 -0.03  0.11
8 H -2.64 -1.81 -0.62  0.28
9 H -0.19 -0.70 -2.70  0.31
10 H -0.47 -1.95 -1.66  0.42
11 H 0.99 -0.56 0.16  0.55
12 H 0.98 0.72 -1.10  0.29
13 H 2.11 -2.13 -1.62  0.33
14 H 3.07 -0.71 -0.70  0.22
15 H 2.44 -0.60 -2.58  0.23
16 H -2.54 -0.71 3.11  0.28
17 H -3.45 0.07 2.25  0.31
18 O -2.50 -0.10 2.39  -0.66
19 H 3.10 2.48 0.45  0.31
20 H 3.45 1.07 -0.07  0.25
21 O 2.89 1.49 0.39  -0.55
22 H -1.48 1.33 2.86  0.37
23 H -0.74 2.54 2.84  0.34
24 O -1.05 1.88 3.48  -0.64

Its LUMO energy is 0.69 eV. For the largest force on an atom, the calculation gives 11.544 eV/Å. As for the SMILES: CCCCO.O.O.O. The charge is 0. The value obtained for the HOMO-LUMO gap is 10.2 eV. The calculation puts the HOMO energy at -9.5 eV. As for the relative energy (zero: lowest compared OMol25 entry of this formula, charge and spin): 325.9 kJ/mol.